# 1
Below is a molecular structure, C51H73N4Ti at a distorted geometry, with properties calculated with ωB97M-V/def2-TZVPD.

charge: +1
2S+1: 1
orbital gap (spin up / spin down): 0.233 / 0.234 hartree
max |F|: 3.9 eV Å⁻¹

Last column: Mulliken charge in e.
Cartesian coordinates (Å):
Ti1 11.312 9.962 12.047  0.739
C1 10.853 12.972 11.419  -0.736
N1 10.794 12.155 12.675  2.232
C2 11.810 12.656 13.621  -0.900
C3 9.482 12.052 13.304  -0.899
C4 8.895 13.150 13.978  -0.637
C5 7.690 13.031 14.680  -1.043
C6 7.064 11.787 14.802  -1.013
C7 7.636 10.688 14.144  -0.279
C8 8.804 10.797 13.382  -0.211
N2 9.456 9.577 12.869  1.644
C9 8.591 8.615 12.406  0.163
C10 7.571 8.978 11.496  -0.413
C11 6.563 8.120 11.025  -0.939
C12 6.597 6.767 11.433  -0.798
C13 7.621 6.333 12.217  -0.724
C14 8.538 7.228 12.853  -0.948
N3 9.246 6.767 13.999  1.536
C15 8.573 7.143 15.232  -0.963
C16 9.664 5.396 14.074  -1.390
H1 10.605 13.993 11.695  0.613
H2 10.176 12.559 10.698  -0.327
H3 11.864 12.933 11.045  0.078
H4 11.563 13.650 14.001  0.679
H5 12.779 12.651 13.057  -0.065
H6 11.906 11.991 14.488  0.070
H7 9.456 14.092 13.973  0.382
H8 7.261 13.909 15.104  0.476
H9 6.157 11.635 15.374  0.503
H10 7.183 9.697 14.211  0.500
H11 7.524 10.019 11.197  0.471
H12 5.821 8.504 10.384  0.581
H13 5.808 6.093 11.172  0.462
H14 7.685 5.228 12.465  0.278
H15 7.460 6.929 15.212  0.246
H16 8.671 8.252 15.323  0.035
H17 9.069 6.656 16.080  0.523
H18 8.812 4.702 14.301  0.389
H19 10.390 5.296 14.908  0.338
H20 10.115 5.121 13.158  0.322
C17 12.535 10.123 9.571  -0.848
C18 12.127 11.245 8.863  0.698
C19 10.695 11.155 8.717  0.182
C20 10.269 10.022 9.397  -0.441
C21 11.374 9.267 9.867  0.060
C22 11.391 7.768 9.593  2.112
C23 11.933 6.957 10.806  -0.865
C24 12.306 7.571 8.347  -1.607
C25 10.055 7.171 9.164  -1.299
C26 9.617 11.951 7.965  2.172
C27 9.525 11.360 6.541  -1.426
C28 8.224 11.748 8.569  -1.801
C29 9.828 13.459 7.887  -1.853
C30 13.117 12.181 8.197  2.440
C31 13.046 13.592 8.748  -2.086
C32 14.530 11.635 8.441  -2.025
C33 12.848 12.166 6.700  -1.666
H21 13.534 9.729 9.787  0.675
H22 9.227 9.772 9.464  0.200
H23 12.900 7.321 11.216  -0.556
H24 12.049 5.904 10.475  0.843
H25 11.197 6.978 11.641  -0.476
H26 13.339 7.411 8.676  0.252
H27 12.198 8.377 7.617  0.049
H28 11.984 6.677 7.838  0.561
H29 9.330 7.191 9.996  0.047
H30 10.207 6.109 8.845  0.525
H31 9.599 7.687 8.309  0.256
H32 9.348 10.252 6.566  0.212
H33 10.403 11.471 5.925  0.263
H34 8.622 11.865 6.054  0.399
H35 7.867 10.700 8.471  0.362
H36 7.446 12.323 8.022  0.560
H37 8.185 12.017 9.591  0.291
H38 10.610 13.793 7.208  0.211
H39 10.087 13.831 8.905  0.234
H40 8.889 13.977 7.603  0.550
H41 13.386 13.652 9.771  0.208
H42 12.049 14.027 8.685  0.172
H43 13.705 14.198 8.147  0.647
H44 14.777 11.538 9.494  0.261
H45 15.284 12.314 8.002  0.480
H46 14.693 10.662 7.910  0.276
H47 11.867 12.597 6.451  0.174
H48 12.904 11.173 6.312  0.310
H49 13.641 12.674 6.159  0.499
C34 16.784 7.215 10.651  -1.911
C35 16.182 8.344 11.448  0.506
C36 16.953 9.519 11.567  -1.309
C37 16.338 10.731 11.847  0.725
C38 17.091 12.003 11.574  -1.683
C39 14.964 10.750 12.206  0.207
C40 14.260 9.497 12.311  0.347
C41 14.901 8.313 11.971  -0.612
N4 12.987 9.515 13.006  0.894
C42 13.066 9.185 14.489  1.592
C43 11.712 9.303 15.213  -1.138
C44 11.841 8.893 16.694  0.524
C45 12.295 7.422 16.843  -1.401
C46 13.647 7.315 16.173  0.543
C47 14.631 8.241 16.876  -1.440
C48 14.172 9.687 16.741  0.272
C49 12.794 9.824 17.386  -1.442
C50 14.130 10.058 15.252  -1.089
C51 13.526 7.692 14.708  -0.917
H50 17.819 7.051 10.923  0.480
H51 16.782 7.424 9.564  0.336
H52 16.211 6.318 10.845  0.404
H53 17.966 9.553 11.180  0.416
H54 16.397 12.646 11.074  0.364
H55 17.969 11.809 10.896  0.391
H56 17.472 12.520 12.468  0.328
H57 14.490 11.688 12.518  -0.150
H58 14.389 7.365 12.113  0.497
H59 11.018 8.606 14.685  -0.883
H60 11.286 10.305 15.175  -0.015
H61 10.872 9.088 17.175  0.459
H62 11.551 6.727 16.479  -0.040
H63 12.474 7.241 17.917  0.670
H64 14.069 6.321 16.294  0.377
H65 15.657 8.050 16.552  0.506
H66 14.597 7.899 17.918  0.610
H67 14.925 10.362 17.227  0.207
H68 12.419 10.860 17.312  0.426
H69 12.788 9.551 18.449  0.541
H70 15.134 9.903 14.792  0.262
H71 13.939 11.135 15.121  0.345
H72 12.780 7.079 14.186  0.071
H73 14.521 7.535 14.161  0.524

# 2
Below is a molecular structure, C58H136BBeN8O26 at a distorted geometry, with properties calculated with ωB97M-V/def2-TZVPD.

charge: +1
2S+1: 1
orbital gap: 0.026 hartree
max |F|: 4.2 eV Å⁻¹

Last column: Mulliken charge in e.
Cartesian coordinates (Å):
Be1 11.899 -0.370 -0.560  0.735
O1 -2.026 0.164 -1.855  -0.584
C1 -0.975 -0.361 -2.229  0.623
O2 0.109 -0.586 -1.494  -0.449
B1 1.142 -1.349 -2.278  0.964
O3 0.466 -1.577 -3.556  -0.459
C2 -0.725 -0.966 -3.622  0.602
O4 -1.515 -0.997 -4.571  -0.571
O5 1.477 -2.622 -1.585  -0.432
C3 2.783 -2.635 -1.279  0.593
O6 3.437 -3.473 -0.698  -0.555
C4 3.413 -1.373 -1.946  0.648
O7 2.427 -0.693 -2.482  -0.468
O8 4.636 -1.101 -1.928  -0.619
C5 -4.221 7.811 -1.940  -1.221
C6 -5.363 7.938 -0.948  0.544
C7 -5.090 7.309 0.402  -1.349
O9 -5.391 9.310 -0.582  -0.553
H1 -3.270 7.957 -1.428  0.300
H2 -4.351 8.396 -2.850  0.331
H3 -4.277 6.776 -2.277  0.359
H4 -6.306 7.548 -1.333  0.210
H5 -5.931 7.509 1.066  0.371
H6 -4.238 7.792 0.880  0.349
H7 -4.873 6.245 0.306  0.342
H8 -6.057 9.424 0.100  0.317
C8 4.443 -8.801 -5.350  -1.193
C9 4.766 -9.899 -6.352  0.516
C10 4.508 -9.519 -7.795  -1.267
O10 6.173 -10.029 -6.235  -0.561
H9 4.908 -7.877 -5.694  0.290
H10 4.817 -8.991 -4.344  0.324
H11 3.387 -8.538 -5.282  0.344
H12 4.354 -10.884 -6.132  0.261
H13 3.566 -8.988 -7.933  0.332
H14 4.604 -10.382 -8.454  0.314
H15 5.298 -8.841 -8.118  0.337
H16 6.401 -10.541 -5.456  0.302
C11 4.939 4.466 -13.889  -0.771
O11 4.798 4.833 -12.515  -0.325
C12 4.839 3.786 -11.557  -0.390
C13 4.958 4.214 -10.139  -0.907
N1 3.892 5.067 -9.645  -0.316
C14 2.716 4.369 -9.156  -0.385
C15 1.587 5.421 -9.030  -0.656
O12 1.294 5.978 -10.304  -0.311
C16 0.588 7.245 -10.348  -0.774
H17 4.720 5.314 -14.538  0.257
H18 4.266 3.651 -14.155  0.321
H19 5.886 3.984 -14.132  0.306
H20 5.729 3.223 -11.837  0.448
H21 3.990 3.123 -11.723  0.319
H22 5.852 4.828 -10.036  0.329
H23 5.216 3.323 -9.566  0.396
H24 3.562 5.560 -10.462  0.318
H25 2.831 3.941 -8.160  0.375
H26 2.333 3.646 -9.876  0.276
H27 1.756 6.173 -8.260  0.393
H28 0.716 4.820 -8.769  0.375
H29 0.276 7.450 -11.373  0.245
H30 1.198 8.061 -9.962  0.322
H31 -0.338 7.289 -9.774  0.318
C17 -10.682 -7.233 5.383  -0.722
O13 -9.616 -6.455 4.751  -0.293
C18 -10.051 -5.106 4.334  -0.646
C19 -8.808 -4.204 4.124  -0.507
N2 -7.878 -4.821 3.210  -0.287
C20 -6.557 -4.265 3.450  -0.511
C21 -5.423 -4.889 2.642  -0.662
O14 -5.150 -6.250 3.092  -0.271
C22 -3.856 -6.793 2.649  -0.796
H32 -10.920 -6.667 6.284  0.309
H33 -10.198 -8.176 5.637  0.220
H34 -11.581 -7.340 4.776  0.270
H35 -10.705 -4.628 5.064  0.467
H36 -10.592 -5.299 3.407  0.320
H37 -8.343 -4.115 5.106  0.317
H38 -9.171 -3.238 3.773  0.294
H39 -7.925 -5.828 3.266  0.327
H40 -6.364 -4.236 4.523  0.381
H41 -6.577 -3.252 3.048  0.303
H42 -4.595 -4.181 2.662  0.416
H43 -5.721 -4.999 1.600  0.330
H44 -3.850 -7.040 1.587  0.313
H45 -3.587 -7.719 3.156  0.264
H46 -2.997 -6.165 2.885  0.305
C23 6.431 0.286 9.882  -0.763
O15 6.291 1.601 9.357  -0.243
C24 5.979 2.574 10.367  -0.578
C25 6.102 3.938 9.693  -0.734
N3 5.049 4.205 8.692  -0.309
C26 5.132 5.558 8.156  -0.618
C27 4.200 5.531 6.880  -0.587
O16 4.707 4.498 6.037  -0.322
C28 3.692 3.899 5.218  -0.742
H47 5.468 0.033 10.326  0.318
H48 7.142 0.168 10.700  0.287
H49 6.607 -0.373 9.031  0.224
H50 6.760 2.559 11.127  0.396
H51 4.956 2.431 10.716  0.344
H52 7.026 4.103 9.139  0.402
H53 6.067 4.753 10.416  0.431
H54 5.059 3.580 7.900  0.303
H55 6.165 5.884 8.035  0.386
H56 4.668 6.301 8.805  0.316
H57 4.318 6.458 6.318  0.322
H58 3.139 5.302 6.976  0.408
H59 4.124 3.232 4.473  0.204
H60 3.165 4.679 4.668  0.321
H61 3.019 3.393 5.911  0.346
C29 -9.241 5.471 -6.391  -0.705
O17 -10.186 6.047 -7.272  -0.361
C30 -9.916 7.343 -7.779  -0.566
C31 -10.048 8.465 -6.680  -0.548
N4 -11.426 8.514 -6.128  -0.308
C32 -11.550 9.309 -4.876  -0.645
C33 -12.992 9.545 -4.482  -0.554
O18 -13.608 8.326 -4.155  -0.301
C34 -14.914 8.461 -3.547  -0.764
H62 -9.439 4.416 -6.201  0.266
H63 -9.336 5.931 -5.407  0.264
H64 -8.185 5.502 -6.658  0.315
H65 -10.565 7.543 -8.631  0.298
H66 -8.896 7.284 -8.158  0.402
H67 -9.776 9.416 -7.137  0.350
H68 -9.415 8.306 -5.807  0.354
H69 -11.715 7.556 -5.991  0.273
H70 -11.145 10.294 -5.111  0.391
H71 -10.945 8.948 -4.045  0.374
H72 -13.549 9.877 -5.358  0.306
H73 -13.095 10.343 -3.747  0.416
H74 -15.342 7.459 -3.575  0.242
H75 -15.601 9.174 -4.005  0.306
H76 -14.775 8.696 -2.492  0.301
C35 -13.965 -6.926 -1.237  -0.703
O19 -13.677 -5.630 -1.704  -0.291
C36 -12.327 -5.201 -1.736  -0.318
C37 -12.244 -3.697 -2.008  -0.595
N5 -10.827 -3.340 -2.183  -0.305
C38 -10.735 -1.938 -2.504  -0.552
C39 -10.938 -0.952 -1.295  -0.426
O20 -10.839 0.386 -1.686  -0.361
C40 -12.027 0.912 -2.237  -0.728
H77 -13.574 -7.765 -1.813  0.287
H78 -15.054 -6.958 -1.274  0.249
H79 -13.646 -7.089 -0.207  0.285
H80 -11.849 -5.770 -2.533  0.298
H81 -11.848 -5.379 -0.773  0.237
H82 -12.793 -3.062 -1.314  0.259
H83 -12.743 -3.408 -2.932  0.310
H84 -10.447 -3.447 -1.253  0.260
H85 -11.359 -1.690 -3.363  0.388
H86 -9.707 -1.788 -2.833  0.242
H87 -10.231 -1.117 -0.483  0.322
H88 -11.875 -1.013 -0.742  0.360
H89 -12.341 0.566 -3.222  0.294
H90 -11.759 1.953 -2.422  0.257
H91 -12.913 0.834 -1.607  0.318
C41 -0.169 -4.374 7.521  -0.787
O21 -1.304 -5.105 7.945  -0.244
C42 -1.087 -5.907 9.105  -0.710
C43 -2.496 -6.353 9.546  -0.383
N6 -3.249 -7.051 8.513  -0.362
C44 -4.713 -7.203 8.814  -0.690
C45 -4.978 -8.061 10.106  -0.604
O22 -4.838 -7.105 11.215  -0.302
C46 -4.897 -7.759 12.499  -0.777
H92 0.648 -5.032 7.224  0.315
H93 0.182 -3.695 8.297  0.295
H94 -0.479 -3.868 6.607  0.232
H95 -0.607 -5.448 9.969  0.401
H96 -0.406 -6.731 8.891  0.377
H97 -3.044 -5.469 9.870  0.325
H98 -2.273 -6.871 10.479  0.266
H99 -3.100 -6.595 7.624  0.307
H100 -5.250 -7.788 8.068  0.415
H101 -5.227 -6.242 8.792  0.367
H102 -4.263 -8.883 10.118  0.373
H103 -5.996 -8.451 10.135  0.481
H104 -4.481 -7.124 13.281  0.254
H105 -4.264 -8.646 12.459  0.329
H106 -5.905 -8.039 12.805  0.287
C47 9.447 -2.023 3.000  -0.858
O23 9.723 -0.741 2.432  -0.202
C48 9.335 0.206 3.449  -0.692
C49 9.386 1.700 3.112  -0.639
N7 10.704 2.018 2.579  -0.157
C50 10.719 3.393 2.083  -0.922
C51 9.760 3.702 0.878  -0.624
O24 9.881 2.682 -0.117  -0.170
C52 9.014 2.928 -1.247  -0.806
H107 8.459 -2.249 3.402  0.331
H108 10.220 -2.311 3.713  0.352
H109 9.503 -2.810 2.248  0.275
H110 9.942 0.094 4.348  0.343
H111 8.300 0.008 3.726  0.404
H112 9.197 2.294 4.006  0.380
H113 8.566 1.876 2.416  0.342
H114 11.295 2.080 3.397  0.284
H115 11.701 3.648 1.685  0.390
H116 10.542 4.161 2.835  0.409
H117 10.174 4.652 0.540  0.396
H118 8.744 3.856 1.243  0.399
H119 9.229 3.892 -1.709  0.321
H120 7.965 2.969 -0.955  0.317
H121 9.082 2.156 -2.013  0.245
C53 15.256 2.151 -1.882  -0.792
O25 15.174 0.908 -1.082  -0.221
C54 16.324 0.649 -0.256  -0.713
C55 16.165 -0.582 0.662  -0.718
N8 15.575 -1.619 -0.112  -0.090
C56 15.288 -2.816 0.702  -0.808
C57 14.547 -3.849 -0.136  -0.653
O26 13.326 -3.315 -0.722  -0.244
C58 12.650 -4.344 -1.472  -0.798
H122 16.134 2.074 -2.522  0.338
H123 15.296 3.058 -1.278  0.287
H124 14.445 2.049 -2.602  0.260
H125 16.650 1.511 0.326  0.433
H126 17.185 0.495 -0.905  0.373
H127 15.610 -0.324 1.563  0.440
H128 17.177 -0.782 1.014  0.304
H129 16.320 -1.969 -0.697  0.239
H130 14.591 -2.598 1.512  0.362
H131 16.148 -3.282 1.183  0.381
H132 14.246 -4.729 0.433  0.448
H133 15.210 -4.240 -0.908  0.376
H134 11.619 -4.021 -1.617  0.256
H135 12.489 -5.255 -0.895  0.323
H136 13.126 -4.505 -2.439  0.301